(P)
{"formula": "CH3N2O2S", "method": "ωB97M-V/def2-TZVPD", "elements": ["C", "N", "N", "O", "O", "S", "H", "H", "H"], "coordinates": [[-0.00367, 2.15704, 0.73828], [-0.28967, 1.42984, -0.05749], [0.03832, -1.09608, -0.70037], [-1.13793, 0.49254, -2.27599], [1.55608, 0.97468, -1.50068], [-0.01526, 0.26667, -1.49145], [0.05981, 2.91102, 1.55774], [-0.86387, -1.53541, -0.52400], [0.91164, -1.52842, -0.52946]], "mulliken_charge": [0.1633, -0.0093, -0.3036, -0.3813, -0.4440, 0.9928, 0.3983, 0.2870, 0.2969], "gap_ev": 10.9, "charge": 1, "smiles": "C#[N+]S(N)(=O)=O", "e_homo_ev": -16.08}

=====

(Q)
{"formula": "CH3N2O2S", "method": "ωB97M-V/def2-TZVPD", "elements": ["C", "N", "N", "O", "O", "S", "H", "H", "H"], "coordinates": [[1.57322, 2.87460, 0.08680], [1.27936, 1.81757, -0.17099], [-0.26948, -2.01089, -0.16108], [2.73959, -0.70984, -1.19002], [2.49321, -0.15824, 1.25268], [1.94428, -0.35737, -0.05498], [2.00045, 3.90601, 0.20294], [-0.51106, -2.62537, -0.89426], [0.18567, -2.42636, 0.69129]], "mulliken_charge": [0.2008, -0.2878, -0.3698, -0.2358, -0.2506, 0.9836, 0.3371, 0.2714, 0.3511], "gap_ev": [7.0, 9.5], "charge": 1, "e_homo_ev": [-16.57, -16.41]}

=====

(P) has the most favorable energy; the next structure is 36.8 kcal/mol above.

=====

(P)
{"formula": "C2H3FS2", "method": "ωB97M-V/def2-TZVPD", "elements": ["C", "C", "F", "S", "S", "H", "H", "H"], "coordinates": [[-1.40457, 0.51210, -0.01541], [1.50918, -0.44917, -0.02552], [2.76763, -0.72324, -0.14018], [1.05863, 1.10237, 0.07236], [-1.51883, -1.18719, 0.04713], [-1.82712, 1.19388, 0.71082], [-1.58867, 0.89546, -0.94476], [1.00376, -1.34423, 0.29555]], "mulliken_charge": [-0.5725, 0.1886, -0.1277, -0.1816, -0.2721, 0.3245, 0.3792, 0.2617], "gap_ev": 7.6, "charge": 0, "smiles": "FC=S.C=S", "e_homo_ev": -8.48}

=====

(Q)
{"formula": "C2H3FS2", "method": "ωB97M-V/def2-TZVPD", "elements": ["C", "C", "F", "S", "S", "H", "H", "H"], "coordinates": [[-0.30272, 0.63436, -1.02288], [0.30958, -0.56113, 1.00504], [1.10819, -1.44151, 1.60111], [1.18562, 0.71229, 0.07803], [-0.65479, -1.17738, -0.93802], [-1.07776, 1.38166, -0.54018], [-0.07401, 0.76470, -2.02280], [-0.49411, -0.31299, 1.83970]], "mulliken_charge": [-0.5302, -0.0182, -0.1783, -0.0668, -0.1413, 0.2699, 0.3878, 0.2771], "gap_ev": 8.4, "charge": 0, "e_homo_ev": -8.89}

=====

(Q) has the most favorable energy; the next structure is 11.0 kcal/mol above.

=====

(P)
{"formula": "C4H3FO", "method": "ωB97M-V/def2-TZVPD", "elements": ["C", "C", "C", "C", "O", "F", "H", "H", "H"], "coordinates": [[-1.39991, -0.43729, 0.14214], [-0.16554, -0.67400, 0.54704], [0.08021, 0.91308, -1.03119], [0.91668, 0.17196, -0.04105], [0.04092, 1.72238, -1.85874], [0.24035, -1.52103, 1.46428], [-2.40818, -0.82416, 0.49981], [0.84954, 0.97936, 0.69736], [1.84592, -0.33031, -0.41966]], "mulliken_charge": [-0.7688, 0.4930, 0.1952, -0.2004, -0.2971, -0.2573, 0.2772, 0.1950, 0.3632], "gap_ev": [8.8, 8.8], "charge": 0, "e_homo_ev": [-8.57, -8.57]}

=====

(Q)
{"formula": "C4H3FO", "method": "ωB97M-V/def2-TZVPD", "elements": ["C", "C", "C", "C", "O", "F", "H", "H", "H"], "coordinates": [[-0.71192, 0.49611, -1.65467], [-0.16158, 0.73502, -0.59128], [2.02954, -0.43538, -0.64517], [0.73547, 1.11456, 0.34954], [1.89030, -1.49811, -0.18414], [1.19868, 2.36988, 0.33992], [-1.50410, 0.49105, -2.37682], [2.30668, 0.03025, -1.55676], [0.87534, 0.54173, 1.30491]], "mulliken_charge": [-0.2965, -0.0865, 0.0498, -0.2132, -0.3177, -0.2443, 0.3664, 0.3978, 0.3441], "gap_ev": [8.1, 8.1], "charge": 0, "e_homo_ev": [-8.02, -8.02]}

=====

(P) has the most favorable energy; the next structure is 15.1 kcal/mol above.

=====

(P)
{"formula": "C6H10N", "method": "ωB97M-V/def2-TZVPD", "elements": ["C", "C", "C", "C", "C", "C", "N", "H", "H", "H", "H", "H", "H", "H", "H", "H", "H"], "coordinates": [[-2.03400, 0.33750, 0.08165], [-2.63238, -0.90312, 0.88802], [-1.42463, -1.38326, 0.12094], [1.01634, 1.66899, -0.96760], [1.73917, -0.46936, 0.07618], [0.86182, 0.68053, 0.05433], [-0.85667, -0.17357, 0.00148], [-2.27448, -0.80769, 1.95645], [-3.53705, -1.30613, 0.72689], [-1.22298, -2.06829, -0.56197], [1.03340, 2.72953, -0.57633], [2.12070, 1.40881, -1.28277], [0.41701, 1.32591, -1.78791], [1.86749, -1.00022, -0.93800], [1.34926, -1.13563, 0.88131], [2.65817, -0.01991, 0.33513], [0.91883, 1.11590, 0.99222]], "mulliken_charge": [-0.2167, -0.3926, -0.2724, -0.9846, -1.4816, 0.6730, 0.1610, 0.2615, 0.3608, 0.4064, 0.2964, 0.2999, 0.3733, 0.3189, 0.4177, 0.4772, 0.3018], "gap_ev": [9.4, 9.4], "charge": 1, "e_homo_ev": [-14.30, -14.30]}

=====

(Q)
{"formula": "C6H10N", "method": "ωB97M-V/def2-TZVPD", "elements": ["C", "C", "C", "C", "C", "C", "N", "H", "H", "H", "H", "H", "H", "H", "H", "H", "H"], "coordinates": [[1.04810, 1.14080, -0.85671], [2.19858, 0.77099, -0.40687], [2.00620, -0.03246, 0.81667], [0.65881, -0.13928, 0.12422], [0.27523, -1.44540, -0.48858], [-1.64365, 0.88004, 0.00000], [-0.28189, 0.84758, 0.49029], [0.58534, 1.61453, -1.69430], [2.62572, -0.92101, 0.87870], [1.99492, 0.51912, 1.75099], [0.97636, -1.72259, -1.27315], [-0.72571, -1.42235, -0.91095], [0.31535, -2.22332, 0.27676], [-2.29433, 0.23006, 0.58993], [-2.01274, 1.90149, 0.06859], [-1.68546, 0.56619, -1.04201], [-0.14043, 1.29831, 1.38823]], "mulliken_charge": [-0.2898, -0.3241, -0.5907, 1.0956, -1.3510, -0.9314, -0.1306, 0.4368, 0.3197, 0.2936, 0.4029, 0.3649, 0.3582, 0.3525, 0.3336, 0.3766, 0.2833], "gap_ev": 9.2, "charge": 1, "e_homo_ev": -13.65}

=====

(R)
{"formula": "C6H10N", "method": "ωB97M-V/def2-TZVPD", "elements": ["C", "C", "C", "C", "C", "C", "N", "H", "H", "H", "H", "H", "H", "H", "H", "H", "H"], "coordinates": [[-0.34958, -0.08426, 1.31684], [1.04652, -0.21421, 0.79505], [-1.06558, 1.05289, -0.53739], [0.12500, 0.59425, -1.18942], [-0.56810, -0.73516, 2.65867], [0.52600, 0.17575, -2.57913], [-1.30382, 0.29465, 0.63075], [1.87896, 0.45973, 1.16882], [1.26858, -1.30593, 0.66642], [-0.85693, 2.23888, -0.21219], [-1.94893, 0.98926, -1.17698], [0.32382, -0.89444, 3.16711], [-1.03749, -1.67960, 2.45458], [-1.29407, -0.02994, 3.12814], [0.79300, 1.00236, -3.28829], [-0.27155, -0.44178, -3.12985], [1.48719, -0.37365, -2.29703]], "mulliken_charge": [0.7333, -0.5029, -0.4328, 0.2995, -1.1355, -0.9107, -0.4521, 0.3221, 0.3304, 0.3196, 0.3756, 0.3996, 0.3265, 0.3375, 0.3457, 0.3353, 0.3088], "gap_ev": [7.9, 7.9], "charge": 1, "e_homo_ev": [-14.28, -14.28]}

=====

(S)
{"formula": "C6H10N", "method": "ωB97M-V/def2-TZVPD", "elements": ["C", "C", "C", "C", "C", "C", "N", "H", "H", "H", "H", "H", "H", "H", "H", "H", "H"], "coordinates": [[3.41156, 0.58876, 1.27587], [2.83792, 1.43319, 1.88766], [-2.14519, -0.45385, -1.42365], [-0.85215, -1.14413, -1.65887], [-0.47530, 0.83396, 0.32417], [-1.04818, -0.27921, -0.51570], [-1.36160, -0.36847, 0.92669], [3.82180, -0.30379, 0.72243], [-1.11304, 1.73502, 0.37347], [2.31838, 2.36618, 1.95667], [-2.47204, 0.25585, -2.23677], [-3.01723, -1.00034, -1.08616], [-0.45416, -2.08695, -1.40063], [-0.12307, -0.80504, -2.40743], [0.55784, 0.93120, 0.68103], [-0.83878, -0.95627, 1.50674], [-2.31816, -0.12710, 1.11560]], "mulliken_charge": [-0.2734, -0.4171, -0.8693, -0.4516, -0.2177, 0.7129, -0.2093, 0.3579, 0.3023, 0.3644, 0.2314, 0.2881, 0.2612, 0.2546, 0.0885, 0.2578, 0.3193], "gap_ev": 10.7, "charge": 1, "e_homo_ev": -13.99}

=====

(Q) has the most favorable energy; the next structure is 14.7 kcal/mol above.